1.
21
Properties=species:S:1:pos:R:3:mulliken_charge:R:1 method="wB97M-V/def2-TZVPD" multiplicity=1 max_force_ev_per_a=1.2 total_energy_ev=-11543.156 homo_energy_ev=-6.3 orbital_gap_ev=6.56
O 0.67 -0.05 -1.16 -0.229
O 2.18 -1.67 -0.66 -0.524
C 0.08 1.11 -1.22 -0.136
C 1.78 -0.36 -0.54 -0.083
C -1.23 1.19 -1.93 -1.107
C 3.21 1.32 0.83 0.375
C 2.56 0.52 0.19 -0.364
C -1.01 -0.36 1.82 -0.722
C -1.57 -1.51 1.00 -0.763
H -2.03 1.49 -1.25 0.255
H -2.66 -1.52 1.05 0.326
H 1.49 -2.15 -1.13 0.333
H -1.20 1.92 -2.74 0.354
H 3.79 2.00 1.37 0.452
H -1.35 0.59 1.43 0.192
H -1.48 0.22 -2.35 0.280
H -1.29 -1.42 -0.05 0.135
H -1.32 -0.44 2.86 0.368
H -1.20 -2.46 1.37 0.286
H 0.08 -0.37 1.79 0.182
H 0.51 1.96 -0.71 0.390


2.
8
Properties=species:S:1:pos:R:3:mulliken_charge:R:1 method="wB97M-V/def2-TZVPD" multiplicity=1 charge=-2 max_force_ev_per_a=5.7 total_energy_ev=-17501.729 homo_energy_ev=-0.3 orbital_gap_ev=6.16
S -4.72 -0.08 0.00 -0.794
O 4.92 -1.42 -0.15 -0.389
O 5.02 0.87 0.45 -0.676
N 5.46 -0.37 -0.42 0.065
C -2.94 0.22 0.07 -0.702
H -2.63 -0.58 -0.55 0.155
H -2.86 1.16 -0.45 0.154
H -2.25 0.20 1.05 0.187


3.
14
Properties=species:S:1:pos:R:3:mulliken_charge:R:1 method="wB97M-V/def2-TZVPD" multiplicity=1 charge=-1 max_force_ev_per_a=1.1 total_energy_ev=-8825.226 smiles=N[C@H](C[O-])CO homo_energy_ev=-2.6 orbital_gap_ev=6.65
O 1.07 -1.25 1.73 -0.841
O 1.19 1.34 -1.62 -0.526
N -1.38 0.11 -0.65 -0.662
C 0.91 0.84 -0.29 -0.562
C -0.07 -0.80 1.28 -0.582
C -0.04 -0.29 -0.21 0.031
H -1.88 0.48 0.15 0.291
H 1.83 0.54 0.21 0.295
H 0.32 -1.14 -0.78 0.427
H -1.89 -0.72 -0.94 0.268
H 0.50 1.67 0.27 0.221
H -0.52 0.11 1.82 0.142
H 0.88 0.65 -2.24 0.313
H -0.93 -1.54 1.27 0.183


4.
9
Properties=species:S:1:pos:R:3:mulliken_charge:R:1 method="wB97M-V/def2-TZVPD" multiplicity=1 max_force_ev_per_a=3.9 total_energy_ev=-34761.872 homo_energy_ev="-9.9 / -8.8" orbital_gap_ev="8.76 / 7.23"
Cl 1.86 0.08 -1.54 -0.107
Cl -0.18 -2.24 -1.54 -0.155
O -0.02 -0.19 2.15 -0.426
O -0.91 1.84 2.10 -0.439
O -1.25 0.90 -1.40 -0.281
N -0.43 0.82 1.68 0.644
C -0.43 0.39 -0.75 0.197
C 0.50 -0.65 -0.82 0.305
H 0.86 -0.95 0.12 0.262


5.
86
Properties=species:S:1:pos:R:3:mulliken_spin:R:1 method="wB97M-V/def2-TZVPD" multiplicity=2 max_force_ev_per_a=0.4 s2=0.76 total_energy_ev=-96688.950 homo_energy_ev="-6.8 / -7.0" orbital_gap_ev="6.24 / 6.55"
Re 0.30 -0.07 0.00 0.704
Te 0.24 -2.69 -0.87 -0.033
S -1.53 -0.06 -1.10 0.362
S 0.62 2.36 0.17 0.019
Si 1.73 -0.37 2.93 -0.006
Si -2.37 -3.73 1.21 -0.001
Si 3.34 4.56 -0.34 -0.001
Si 2.53 -5.14 -1.05 -0.002
Si -1.07 0.99 2.98 -0.002
N 2.16 0.57 -0.73 -0.024
C 2.16 1.91 -0.50 0.013
C 3.43 4.74 1.51 0.001
C 3.69 -3.93 -1.88 0.000
C -0.16 2.45 3.75 -0.001
C 4.39 0.66 -1.50 -0.002
C -3.58 -5.16 1.20 0.000
C -1.64 -3.63 -0.52 0.018
C 1.87 5.48 -1.03 0.002
C 1.37 -4.24 0.11 -0.020
C 4.89 5.24 -1.14 0.000
C 3.54 -6.37 -0.06 -0.001
C 1.46 -0.88 4.71 -0.001
C 3.29 2.71 -0.74 -0.004
C -1.92 0.07 4.39 -0.001
C 2.78 1.19 2.90 -0.001
C 4.40 2.04 -1.24 0.002
C -2.42 1.72 1.91 0.001
C -3.28 -2.15 1.58 0.006
C -1.05 -4.08 2.50 -0.001
C 0.03 -0.25 2.07 0.007
C 3.25 -0.04 -1.23 0.007
C 2.80 -1.74 2.19 0.017
C 1.52 -6.03 -2.35 -0.001
H 0.56 2.14 4.51 0.000
H 1.69 5.23 -2.08 0.000
H 4.97 6.31 -0.92 0.000
H -3.08 -6.11 1.01 0.000
H -0.21 -3.39 2.42 0.000
H 3.51 5.80 1.80 0.000
H -2.77 0.65 4.76 0.000
H 1.04 -0.08 5.32 0.000
H 2.54 4.33 1.98 0.000
H 2.35 1.97 2.27 0.000
H 2.42 -1.17 5.14 0.000
H 4.33 -3.43 -1.15 0.000
H -4.35 -5.02 0.44 0.000
H -0.36 -1.24 2.36 -0.017
H -2.04 2.27 1.05 0.005
H 2.87 -1.70 1.10 -0.016
H -0.67 -5.10 2.42 0.000
H 4.86 5.13 -2.23 0.000
H 5.30 2.60 -1.46 0.000
H -3.01 2.42 2.53 0.000
H 4.34 -4.45 -2.59 0.000
H 2.89 -7.10 0.43 0.000
H -3.10 0.95 1.54 -0.005
H 3.14 -3.17 -2.45 0.000
H 3.79 0.97 2.53 0.000
H -2.30 -0.90 4.05 0.000
H 2.06 6.55 -0.97 0.000
H 0.89 -5.34 -2.90 0.000
H -4.08 -1.99 0.85 0.000
H -2.62 -1.29 1.55 -0.004
H 4.11 -5.86 0.72 0.000
H 2.16 -6.55 -3.06 0.000
H -1.48 -3.97 3.51 0.000
H 2.88 1.60 3.91 0.000
H 5.26 0.16 -1.90 0.000
H -0.90 3.09 4.24 0.000
H 0.36 3.04 3.00 0.001
H -3.74 -2.21 2.57 0.000
H 4.30 4.22 1.92 0.000
H 3.81 -1.65 2.59 0.001
H 2.41 -2.72 2.48 0.000
H -1.25 -0.12 5.23 0.000
H -1.52 -4.63 -0.95 0.000
H 5.81 4.78 -0.78 0.000
H 4.24 -6.91 -0.69 0.000
H -4.09 -5.23 2.17 0.000
H 1.89 -3.83 0.98 0.005
H 0.96 5.26 -0.47 0.000
H 3.17 -1.11 -1.39 -0.012
H 0.62 -4.94 0.49 0.002
H 0.79 -1.75 4.78 0.000
H -2.33 -3.09 -1.18 -0.019
H 0.87 -6.78 -1.88 0.000


6.
82
Properties=species:S:1:pos:R:3:mulliken_charge:R:1 method="wB97M-V/def2-TZVPD" multiplicity=1 charge=+1 max_force_ev_per_a=12.0 total_energy_ev=-106289.316 homo_energy_ev=-10.1 orbital_gap_ev=6.03
S -1.04 3.14 -3.43 0.474
S -5.79 -3.77 3.29 0.503
S 1.92 0.08 -0.32 0.587
S 4.18 3.12 -2.58 0.559
S -7.93 0.24 0.65 0.527
S 8.81 0.19 -4.12 0.503
O 3.79 1.80 -3.17 -0.631
O 8.60 1.37 -3.22 -0.608
O -5.53 -5.14 2.73 -0.658
O 2.29 1.49 0.05 -0.667
O -7.96 -0.60 1.89 -0.628
O 3.14 -0.57 2.86 -0.446
O -1.63 -0.81 3.31 -0.101
O -1.71 1.91 -2.89 -0.629
N -1.80 -3.49 3.81 0.001
N -3.09 -1.15 0.99 -0.341
N -0.38 -1.83 5.22 0.341
C 2.14 -1.23 3.77 0.030
C 0.18 0.09 -0.81 -0.424
C -0.24 -3.25 5.80 -0.179
C 1.83 -0.35 5.12 -0.545
C -1.35 -2.06 4.04 0.101
C 5.66 3.68 -3.45 -0.849
C 5.01 2.79 -1.00 -0.802
C -7.42 -3.80 4.08 -0.983
C 10.54 0.21 -4.65 -0.947
C -6.28 -2.70 1.91 -0.914
C -1.70 3.44 -5.08 -0.948
C -1.15 -4.32 4.90 -0.349
C 0.62 2.66 -3.97 -0.455
C 2.59 -0.25 -1.97 -0.710
C -8.87 1.75 0.99 -1.000
C 8.11 0.60 -5.73 -0.905
C -9.13 -0.47 -0.51 -0.961
C 0.29 -0.56 5.71 -0.642
C -2.62 -1.09 2.22 0.349
H 0.02 0.85 -1.58 -0.120
H 0.56 1.81 -4.65 0.362
H 5.39 3.91 -4.48 0.343
H -8.33 2.34 1.72 0.315
H -0.43 0.31 0.06 0.190
H 5.81 2.06 -1.15 0.265
H -2.75 3.72 -4.99 0.342
H 4.27 2.38 -0.30 0.142
H 10.70 -0.57 -5.40 0.366
H -1.62 2.54 -5.69 0.302
H 5.42 3.72 -0.60 0.452
H 3.68 -0.26 -1.90 0.294
H -9.86 1.49 1.38 0.316
H 1.21 2.39 -3.10 -0.309
H -1.28 -5.47 5.08 0.369
H 6.42 2.90 -3.44 0.119
H 2.27 0.54 -2.66 0.014
H -2.43 -3.82 3.04 0.293
H -0.32 0.40 5.40 0.303
H 2.24 -1.22 -2.32 0.440
H -8.16 -4.20 3.39 0.312
H -8.98 2.33 0.07 0.387
H 1.19 -1.40 3.08 -0.018
H 11.17 0.01 -3.78 0.315
H -7.69 -2.79 4.39 0.333
H 7.02 0.68 -5.64 0.269
H 1.10 3.51 -4.48 0.481
H -0.09 -0.90 -1.20 0.409
H -7.10 -3.17 1.35 0.387
H 1.97 0.81 4.87 0.388
H -6.59 -1.73 2.29 0.391
H 6.05 4.58 -2.97 0.391
H -8.76 -1.45 -0.83 0.309
H 0.37 -3.61 6.74 0.355
H 2.60 -2.28 4.07 0.195
H -1.15 4.26 -5.55 0.352
H 0.39 -0.57 6.90 0.324
H -7.36 -4.45 4.96 0.338
H -10.10 -0.59 -0.02 0.313
H 8.35 -0.19 -6.45 0.395
H 3.43 0.29 3.29 0.300
H -9.22 0.18 -1.38 0.390
H 8.51 1.55 -6.08 0.303
H 10.79 1.19 -5.06 0.308
H -5.42 -2.57 1.25 0.319
H 2.62 -0.65 5.93 0.303


7.
84
Properties=species:S:1:pos:R:3:mulliken_spin:R:1 method="wB97M-V/def2-TZVPD" multiplicity=2 charge=-1 max_force_ev_per_a=2.0 s2=0.75 total_energy_ev=-128345.389 homo_energy_ev="-4.7 / -4.7" orbital_gap_ev="6.28 / 6.29"
Ce -0.43 1.06 0.27 1.011
S 2.74 1.42 0.80 0.000
S -0.01 2.31 -2.23 -0.006
S -3.10 2.00 -0.70 -0.006
S -5.26 0.11 0.23 0.000
S 3.16 0.27 -3.07 0.000
O 3.45 -1.13 -3.27 0.000
O 2.50 0.93 -4.17 0.000
N 0.93 -0.93 1.33 -0.001
N 2.38 0.48 -1.62 0.000
N 1.23 1.52 5.58 0.000
N -1.00 -0.21 -2.73 -0.001
N -1.17 -0.55 -1.45 -0.001
N -2.15 1.50 2.05 -0.001
N -0.79 2.39 3.71 0.001
N -1.73 -1.24 1.15 -0.004
N -0.23 1.00 -4.46 0.000
N 0.08 3.16 1.66 0.004
N 2.82 -5.25 0.50 0.000
N -0.55 -0.12 5.35 0.000
N -3.39 0.98 1.77 0.002
C 6.72 2.29 -2.74 0.000
C 0.21 2.81 2.99 -0.001
C -1.98 1.99 3.23 0.003
C 2.19 -2.86 2.91 0.000
C 1.71 -1.69 3.47 0.002
C 5.75 1.52 -3.36 0.000
C -0.42 0.90 -3.12 0.000
C 0.99 3.94 1.11 0.003
C 1.38 -2.05 0.78 0.000
C -4.93 -2.88 -3.19 0.000
C 2.01 -3.05 1.53 0.000
C -3.80 1.06 0.55 0.001
C -2.80 -2.18 -2.30 -0.001
C -2.00 -1.60 2.40 0.003
C -2.20 -2.00 0.14 0.000
C -2.19 -2.65 -3.46 0.000
C -2.87 -3.21 0.40 0.001
C 2.40 3.87 3.02 0.001
C -3.13 -3.57 1.71 0.000
C 6.56 2.69 -1.42 0.000
C 5.43 2.34 -0.69 0.000
C 4.46 1.58 -1.32 -0.001
C 1.80 2.46 4.91 0.000
C -5.68 0.63 -1.46 -0.001
C -2.94 -3.25 -4.46 0.000
C 3.16 1.12 -0.79 -0.001
C -4.19 -2.30 -2.18 -0.001
C -2.01 -1.54 -1.22 -0.004
C 1.47 3.05 3.66 0.000
C 2.14 4.38 1.77 -0.001
C -2.71 -2.74 2.73 0.001
C 0.22 0.75 5.35 0.000
C 4.64 1.18 -2.63 0.000
C -4.31 -3.36 -4.33 0.000
C 2.46 -4.25 0.93 0.000
C 1.08 -0.77 2.65 -0.004
H -2.45 -3.63 -5.35 0.000
H -4.68 -1.94 -1.29 0.000
H 0.48 1.68 -4.73 0.000
H 5.31 2.64 0.34 0.000
H -1.64 -0.94 3.19 -0.001
H -2.92 -2.96 3.77 0.000
H 2.72 2.83 5.38 0.000
H -1.12 -2.57 -3.57 0.000
H -5.77 1.71 -1.50 0.000
H 3.34 4.07 3.51 0.000
H 1.80 -1.48 4.52 0.000
H 2.71 -3.60 3.49 0.000
H -6.62 0.14 -1.71 0.000
H 5.85 1.20 -4.39 0.000
H -0.19 0.13 -4.96 0.000
H 2.84 5.01 1.26 0.000
H -2.80 2.03 3.95 0.000
H -3.18 -3.83 -0.42 0.000
H -6.01 -2.95 -3.08 0.000
H -3.66 -4.49 1.93 0.000
H -4.90 -3.82 -5.11 0.000
H 0.69 0.15 3.07 0.001
H -4.90 0.31 -2.15 0.000
H 1.27 -2.14 -0.29 0.000
H 7.61 2.58 -3.28 0.000
H 0.80 4.23 0.08 -0.001
H 7.33 3.29 -0.95 0.000


8.
102
Properties=species:S:1:pos:R:3:mulliken_charge:R:1 method="wB97M-V/def2-TZVPD" multiplicity=1 max_force_ev_per_a=2.6 total_energy_ev=-46464.121 smiles=CC(C)O.CC(C)O.CC(C)O.CC(C)O.CC(C)O.CC(C)O.CCO.CCO.CCO.O homo_energy_ev=-10.1 orbital_gap_ev=10.33
O 1.81 -0.75 21.49 0.060
O 0.27 -2.99 22.32 -0.590
O 3.08 -6.70 15.42 -0.551
O -2.28 -5.95 19.09 -0.560
O 2.51 -1.04 18.96 0.869
O 0.61 -0.44 14.69 -0.381
O -0.19 2.51 23.52 -0.627
O -3.59 2.24 18.70 -0.597
O 4.87 -2.37 18.37 -0.654
O 5.30 3.17 15.97 -0.558
C 0.45 -1.65 13.83 -0.594
C 0.72 0.29 17.97 -1.045
C -0.09 -2.84 14.62 -0.254
C 0.26 -2.01 18.78 -0.701
C -0.01 3.65 21.40 -1.219
C -0.15 2.31 22.10 1.951
C 3.93 2.38 17.81 -0.828
C 1.66 -4.42 20.88 -0.933
C 3.75 -5.60 16.11 0.239
C -1.49 2.99 17.83 -0.804
C 0.30 -4.19 21.49 -0.131
C 3.74 1.46 15.46 -0.829
C 3.56 0.85 21.76 -1.134
C -2.75 1.12 16.65 -1.266
C -1.36 -5.94 17.99 0.317
C 4.69 1.99 16.52 0.439
C 3.64 -1.29 23.08 -1.506
C 1.32 -1.06 18.16 1.189
C -1.46 1.59 21.69 -1.223
C 2.71 -0.20 22.44 0.645
C 2.79 -4.52 16.58 0.033
C -2.03 -5.19 16.81 -0.972
C 4.71 -6.00 17.24 -1.136
C -2.47 1.80 18.00 1.055
H -0.43 -4.07 20.66 0.249
H -0.75 1.85 23.94 0.349
H 2.20 -0.68 19.80 -0.286
H -1.58 1.49 20.63 -0.105
H 5.49 -6.69 16.86 0.337
H -2.02 0.98 18.62 -0.143
H 3.10 2.21 15.03 0.358
H -0.61 2.55 17.37 0.081
H 0.64 4.26 22.06 0.439
H 0.42 0.71 18.93 0.158
H 0.38 3.42 20.41 0.170
H 4.35 -1.61 22.32 0.325
H 2.35 -7.08 15.94 0.294
H 4.26 -5.21 15.23 0.294
H 0.64 -3.03 18.89 -0.482
H -0.06 -1.65 19.77 0.237
H -3.52 0.33 16.79 0.273
H -1.23 3.44 18.80 0.043
H -2.33 -4.17 17.10 0.224
H -2.90 -5.72 16.37 0.401
H 3.13 0.66 15.89 -0.104
H 1.66 -1.60 17.26 -0.314
H 2.89 1.62 21.35 0.115
H 1.39 1.01 17.47 -0.057
H 4.25 1.34 22.45 0.466
H -1.59 0.67 22.27 0.447
H 0.79 1.74 21.88 -1.066
H 4.10 -6.38 18.09 0.228
H 1.51 -1.60 21.89 -0.095
H -0.62 -2.60 22.36 0.265
H 5.46 1.24 16.78 0.207
H 0.02 -5.03 22.15 0.322
H 3.35 -3.77 17.16 -0.029
H 1.64 -5.22 20.15 0.302
H -1.05 -6.96 17.69 0.374
H 5.41 -1.69 17.98 0.285
H -3.05 1.89 15.98 0.406
H -1.14 -2.61 14.88 0.285
H -0.15 0.10 17.39 0.111
H 4.29 -0.75 23.78 0.456
H 2.09 -3.56 20.42 0.029
H 5.14 -5.09 17.65 0.293
H 4.62 2.64 18.64 0.379
H -1.29 -5.10 16.01 0.142
H -0.22 -1.29 13.01 0.318
H 2.32 -4.76 21.65 0.472
H -1.87 3.77 17.15 0.461
H 4.31 0.98 14.62 0.356
H 1.97 -4.96 17.20 -0.032
H 6.17 3.20 16.44 0.361
H 3.26 3.22 17.73 0.366
H 3.14 -2.13 23.59 0.347
H 0.53 -2.85 15.52 -0.232
H -0.44 -5.43 18.30 -0.213
H -4.07 1.45 18.99 0.384
H -0.64 -2.05 18.15 0.482
H 1.43 -1.90 13.38 0.310
H 2.32 -4.00 15.75 0.069
H -1.01 4.10 21.29 0.322
H -0.04 -3.86 14.17 0.427
H -1.92 -6.53 19.77 0.300
H 4.12 -1.88 18.73 0.036
H 4.02 0.37 20.88 0.195
H -1.82 0.71 16.28 0.168
H 2.10 0.24 23.24 0.233
H 3.30 1.52 18.16 -0.050
H 1.46 -0.71 15.11 0.045
H -2.26 2.28 22.00 0.501


9.
63
Properties=species:S:1:pos:R:3:mulliken_charge:R:1 method="wB97M-V/def2-TZVPD" multiplicity=1 charge=-1 max_force_ev_per_a=0.8 total_energy_ev=-40206.787 homo_energy_ev=-4.1 orbital_gap_ev=6.64
Al -1.17 -1.11 -1.54 0.068
O -0.21 3.01 -2.46 -0.265
O 1.64 -2.14 5.50 -0.382
O -5.47 4.00 -2.18 -0.605
O -5.53 2.92 -0.27 -0.363
O -2.18 2.24 -3.05 -0.512
O 0.62 -0.74 4.16 -0.555
C 2.54 -1.14 -0.56 -0.537
C -5.41 2.94 -1.61 0.765
C 2.38 -3.34 5.72 -0.419
C 0.65 4.74 -0.98 -1.019
C 1.39 -1.64 4.26 0.493
C 4.53 -4.39 -0.38 -1.469
C -4.24 1.14 0.80 -0.627
C 2.15 -2.21 3.08 -0.564
C 2.74 -3.55 -1.93 -0.580
C 3.88 -3.07 5.77 -0.902
C -5.61 1.70 0.47 -0.452
C 0.69 -0.39 -2.11 -1.055
C -5.09 1.66 -2.35 -0.487
C 1.71 -1.37 -1.66 0.663
C 3.44 -2.12 -0.15 -0.534
C -2.08 4.59 -2.89 -1.113
C 1.83 -2.59 -2.34 -0.779
C 3.55 -3.33 -0.82 1.000
C -1.49 3.20 -2.84 0.667
C 0.72 4.07 -2.34 -0.466
H 2.46 -0.20 -0.03 0.345
H 4.24 -2.69 4.82 0.251
H -5.49 0.77 -1.88 0.277
H 3.05 -1.61 2.93 0.176
H 4.87 -4.94 -1.26 0.398
H -3.68 0.88 -0.10 -0.016
H -6.13 1.96 1.39 0.308
H 4.08 -5.12 0.30 0.254
H 0.61 4.79 -3.15 0.367
H 0.80 4.00 -0.19 0.300
H 1.20 -2.80 -3.18 0.407
H 5.38 -3.92 0.10 0.363
H -5.52 1.74 -3.34 0.345
H -1.19 -1.04 0.10 -0.258
H -2.54 4.78 -1.92 0.235
H -4.01 1.57 -2.44 -0.071
H -1.16 -2.69 -1.96 -0.273
H 0.70 -0.31 -3.19 0.459
H 4.07 -1.94 0.72 0.338
H -2.86 4.59 -3.64 0.334
H -2.40 -0.32 -2.20 -0.169
H 1.43 5.50 -0.88 0.380
H -1.38 5.39 -3.12 0.383
H -3.65 1.89 1.34 0.282
H 2.79 -4.48 -2.49 0.316
H -6.23 0.97 -0.05 0.347
H 0.86 0.59 -1.67 0.081
H -0.32 5.21 -0.81 0.275
H 2.04 -3.71 6.69 0.308
H 1.70 3.60 -2.47 0.355
H 4.42 -3.99 6.00 0.337
H 2.43 -3.25 3.20 0.266
H 2.12 -4.09 4.98 0.396
H 1.53 -2.14 2.20 0.294
H -4.32 0.25 1.42 0.353
H 4.10 -2.33 6.53 0.289